{"formula": "C30H58Br2ClNO11S8", "method": "ωB97M-V with the def2-TZVPD basis set", "homo_ev": -8.414, "lumo_ev": -0.44, "homo_lumo_gap_ev": 7.970, "symbols": ["C", "C", "Br", "C", "Br", "C", "C", "C", "C", "C", "C", "Cl", "C", "C", "C", "C", "C", "O", "N", "S", "C", "O", "O", "C", "O", "H", "H", "H", "H", "H", "H", "H", "H", "H", "H", "H", "H", "H", "H", "H", "H", "C", "S", "O", "C", "H", "H", "H", "H", "H", "H", "C", "S", "O", "C", "H", "H", "H", "H", "H", "H", "C", "S", "O", "C", "H", "H", "H", "H", "H", "H", "C", "S", "O", "C", "H", "H", "H", "H", "H", "H", "C", "S", "O", "C", "H", "H", "H", "H", "H", "H", "C", "S", "O", "C", "H", "H", "H", "H", "H", "H", "C", "S", "O", "C", "H", "H", "H", "H", "H", "H"], "positions_angstrom": [[7.0125, -0.0386, 1.7388], [5.9888, 0.7469, 0.9339], [6.2690, 1.1495, -0.9150], [4.8746, 1.1984, 1.5046], [4.5792, 0.8415, 3.3847], [3.8085, 2.0050, 0.8414], [2.6141, 1.3800, 0.5064], [1.5627, 2.0856, -0.0893], [0.2133, 1.4934, -0.4828], [-0.5283, 0.6772, 0.5946], [-2.0311, 0.6599, 0.2809], [0.0677, -1.0364, 0.5426], [1.7891, 3.4202, -0.3063], [3.0225, 4.0481, 0.0079], [4.0512, 3.3597, 0.5786], [5.3480, 4.0696, 0.9192], [2.8957, 5.5137, -0.4038], [3.6985, 6.3074, -0.7965], [1.4438, 5.7128, -0.2727], [1.0150, 6.0680, 1.3164], [-0.0213, 4.8136, 2.0537], [2.1960, 6.2246, 2.1260], [0.2688, 7.2898, 1.3389], [0.8893, 4.5113, -0.8849], [-0.0061, 4.4912, -1.6764], [6.5506, -0.8924, 2.2416], [7.8309, -0.3769, 1.0983], [7.3752, 0.6398, 2.5208], [2.4901, 0.3203, 0.7139], [-0.4475, 2.3235, -0.7638], [0.3480, 0.8952, -1.3926], [-0.3351, 1.1053, 1.5842], [-2.1503, 0.1385, -0.6883], [-2.4300, 1.6785, 0.2314], [-2.5453, 0.0489, 1.0303], [5.2026, 4.6109, 1.8626], [5.5386, 4.8097, 0.1363], [6.1764, 3.3636, 0.9853], [0.3655, 3.7945, 1.9262], [0.0032, 5.0184, 3.1282], [-1.0463, 4.8253, 1.6728], [1.7847, -0.0528, 6.9345], [1.8626, 1.7210, 7.1960], [2.0839, 2.3476, 5.8662], [3.4432, 1.7012, 8.0588], [0.8832, -0.2761, 6.3629], [2.6605, -0.3832, 6.3735], [1.7419, -0.5583, 7.9004], [4.2052, 1.2494, 7.4228], [3.3419, 1.1376, 8.9866], [3.7206, 2.7288, 8.2864], [-5.8715, -1.2968, -1.1563], [-4.7105, -1.8996, -2.3858], [-3.3995, -1.2352, -2.1221], [-5.4698, -1.0534, -3.7821], [-5.5631, -1.6760, -0.1850], [-5.8616, -0.2056, -1.1457], [-6.8686, -1.6665, -1.3894], [-5.4915, 0.0223, -3.5995], [-6.4824, -1.4305, -3.9268], [-4.8780, -1.2593, -4.6703], [-4.7084, -6.1205, 0.2947], [-5.0409, -5.3939, -1.3179], [-6.0516, -4.3200, -1.1129], [-5.9111, -6.8140, -1.9915], [-4.1976, -5.3764, 0.9032], [-5.6464, -6.4029, 0.7738], [-4.0673, -6.9938, 0.1734], [-6.7716, -7.0505, -1.3647], [-5.2318, -7.6652, -2.0395], [-6.2467, -6.5598, -2.9953], [-3.0725, -3.4664, -6.9860], [-4.7355, -3.7319, -6.3618], [-4.8432, -5.1644, -5.9732], [-5.5586, -3.5427, -7.9500], [-2.3746, -3.5787, -6.1571], [-2.8450, -4.2029, -7.7591], [-2.9922, -2.4572, -7.3917], [-5.1673, -4.2754, -8.6563], [-5.3955, -2.5316, -8.3243], [-6.6243, -3.7085, -7.8026], [0.0147, -6.6419, -8.0491], [-0.4418, -5.2172, -9.0467], [-1.8655, -5.3908, -9.4431], [0.5669, -5.6525, -10.4702], [-0.5394, -6.5928, -7.1135], [-0.2422, -7.5599, -8.5780], [1.0843, -6.6110, -7.8409], [0.2746, -6.6346, -10.8422], [1.6181, -5.6543, -10.1818], [0.4036, -4.9052, -11.2441], [-1.5586, -3.4978, 6.2233], [-0.7260, -2.4717, 5.0021], [-1.0396, -1.0523, 5.3213], [-1.7491, -2.9242, 3.6069], [-1.0900, -3.3237, 7.1901], [-2.6137, -3.2278, 6.2752], [-1.4491, -4.5475, 5.9500], [-2.7919, -2.6792, 3.8112], [-1.6479, -3.9900, 3.3995], [-1.3823, -2.3467, 2.7601], [4.4357, 8.2166, 6.0154], [5.5091, 7.5738, 4.7223], [6.8312, 8.2391, 4.8724], [4.6549, 8.3750, 3.3606], [4.8129, 7.8675, 6.9749], [4.4447, 9.3067, 5.9941], [3.4228, 7.8426, 5.8645], [4.6486, 9.4550, 3.5111], [3.6346, 7.9949, 3.2982], [5.1845, 8.1391, 2.4395]], "forces_ev_per_a": [[0.076, 0.464, -0.723], [-0.272, -0.405, 0.777], [0.149, -0.299, 0.471], [-0.190, 0.057, -0.066], [-0.104, 0.260, -0.688], [0.318, -0.477, 0.392], [-0.219, -0.044, -0.002], [-0.609, -0.465, -0.178], [0.255, 0.096, 0.145], [-0.241, 0.533, -0.699], [0.630, -0.847, -0.282], [0.030, 0.218, 0.382], [0.451, 1.237, -0.671], [-1.042, 0.375, -0.969], [0.977, 0.177, 0.177], [-0.586, -0.047, -0.220], [1.073, -1.142, 0.874], [-1.063, -0.575, 0.473], [-0.422, 1.310, -0.607], [-0.359, 2.865, 1.870], [-0.002, -1.124, -0.412], [0.832, -1.506, -0.648], [-1.025, -0.481, -0.903], [0.154, -1.237, 0.609], [0.407, 0.058, 0.712], [0.006, 0.095, -0.206], [-0.082, 0.079, 0.228], [0.209, -0.261, -0.150], [0.046, 0.153, 0.052], [0.178, -0.194, 0.032], [-0.172, -0.028, 0.193], [0.125, -0.414, -0.051], [-0.244, 0.441, 0.386], [0.011, -0.210, 0.091], [-0.089, 0.314, -0.080], [0.219, -0.145, -0.084], [0.163, -0.118, 0.207], [-0.086, 0.280, 0.125], [0.210, 0.324, -0.064], [0.046, 0.307, -0.277], [0.244, 0.378, -0.046], [-0.032, -0.196, -0.089], [-0.078, -0.083, 0.034], [0.115, -0.007, 0.013], [0.137, 0.043, -0.006], [-0.040, 0.112, 0.033], [0.041, 0.094, 0.016], [-0.012, 0.037, 0.015], [-0.044, 0.009, -0.046], [-0.044, 0.012, -0.008], [-0.054, 0.010, -0.028], [-0.062, 0.210, 0.075], [0.063, -0.192, -0.156], [-0.077, 0.188, -0.017], [-0.037, 0.292, -0.005], [0.020, -0.101, -0.062], [0.079, -0.007, -0.072], [0.046, -0.103, 0.011], [0.030, -0.017, 0.075], [0.030, -0.071, 0.017], [0.034, -0.078, 0.058], [-0.065, -0.063, 0.126], [0.093, 0.014, -0.151], [-0.146, -0.169, 0.212], [-0.115, -0.092, -0.008], [0.002, 0.043, -0.077], [-0.025, 0.031, -0.049], [0.016, 0.023, -0.037], [0.022, 0.065, 0.040], [0.033, 0.036, -0.022], [0.089, 0.074, 0.000], [0.165, -0.083, -0.073], [0.015, 0.025, 0.011], [0.006, 0.008, -0.018], [-0.031, -0.061, -0.145], [-0.106, 0.036, 0.081], [-0.113, 0.010, -0.008], [-0.040, 0.014, 0.039], [0.056, -0.016, 0.058], [0.008, 0.005, 0.040], [0.023, 0.000, 0.081], [0.007, -0.130, 0.028], [0.125, 0.040, 0.044], [0.035, -0.077, -0.053], [0.037, -0.074, -0.095], [-0.032, 0.067, -0.037], [-0.040, 0.043, -0.041], [-0.007, 0.049, -0.005], [-0.057, 0.009, 0.043], [-0.016, 0.033, 0.030], [-0.044, 0.032, 0.058], [-0.148, -0.013, 0.046], [0.174, -0.094, 0.058], [-0.076, -0.027, 0.072], [-0.125, -0.039, -0.134], [0.046, 0.042, -0.045], [0.018, 0.049, -0.032], [0.040, 0.016, -0.023], [0.038, 0.072, 0.055], [0.080, 0.014, 0.011], [-0.032, -0.017, -0.044], [-0.085, 0.079, 0.083], [-0.031, -0.057, -0.085], [-0.051, 0.051, 0.037], [-0.136, 0.097, -0.045], [0.054, -0.035, -0.048], [0.054, -0.009, -0.050], [0.023, -0.033, -0.030], [0.076, -0.016, 0.067], [0.038, -0.068, -0.034], [0.030, -0.059, 0.043]], "lowdin_charge": [-0.155, -0.736, 0.797, -0.665, 0.796, -0.249, 0.043, -0.138, -0.161, -0.682, -0.127, 0.619, -0.053, -0.039, -0.162, 0.002, -0.334, 0.186, -0.058, 0.636, -0.096, -0.287, -0.283, -0.344, 0.178, 0.062, 0.067, 0.074, 0.106, 0.104, 0.131, 0.107, 0.055, 0.084, 0.072, 0.103, 0.088, 0.057, 0.064, 0.086, 0.081, -0.270, 0.799, -0.570, -0.273, 0.011, 0.054, 0.056, 0.053, 0.051, 0.048, -0.271, 0.797, -0.562, -0.272, 0.047, 0.057, 0.053, 0.057, 0.057, 0.012, -0.269, 0.806, -0.579, -0.260, 0.043, 0.057, 0.053, 0.058, 0.055, 0.052, -0.264, 0.789, -0.553, -0.259, 0.055, 0.015, 0.059, 0.061, 0.053, 0.048, -0.264, 0.799, -0.556, -0.270, 0.051, 0.060, 0.054, 0.059, 0.054, 0.051, -0.268, 0.799, -0.552, -0.270, 0.048, 0.058, 0.052, 0.062, 0.056, 0.008, -0.274, 0.793, -0.563, -0.267, 0.046, 0.056, 0.053, 0.059, 0.034, 0.052]}